# 1
The following is a quantum chemistry calculation of a 2-piece molecular cluster, C7H20N2O3P overall, from the OMol25 dataset.

XYZ file:
```
33
Properties=species:S:1:pos:R:3:lowdin_charge:R:1
N -2.61182 -4.79643 3.69838 -0.13
P -1.96138 -4.23305 2.28162 0.95
C -2.42647 -2.53296 2.01852 -0.32
C -2.47945 -2.11071 0.52483 -0.14
C -1.95394 -0.68006 0.37994 -0.54
N -0.59237 -0.52783 0.55756 0.17
O -2.72255 0.24277 0.23006 0.10
H -2.79282 -4.02108 4.33359 0.08
H -2.01639 -5.46152 4.18713 0.08
H -0.56771 -4.31862 2.30318 0.04
H -2.36670 -5.04971 1.22971 0.05
H -1.67899 -1.93819 2.55720 0.11
H -3.40009 -2.38289 2.49345 0.11
H -3.51978 -2.08520 0.20510 0.13
H -1.92499 -2.78832 -0.13161 0.11
H -0.22469 0.30798 0.11199 0.10
H -0.05049 -1.34800 0.32423 0.10
C 0.25785 2.77435 -2.40557 -0.09
O 0.93091 1.78927 -1.63078 -0.22
C 2.17238 1.38077 -2.18860 -0.20
C 3.35477 2.09385 -1.56772 -0.21
O 3.33273 3.48422 -1.81130 -0.18
C 2.82660 4.25666 -0.73648 -0.10
H -0.48667 3.24281 -1.76480 0.09
H 0.94985 3.53591 -2.76605 0.09
H -0.24902 2.31327 -3.25865 0.09
H 2.16844 1.53576 -3.27131 0.13
H 2.27799 0.30632 -2.00434 0.12
H 4.26916 1.69699 -2.01864 0.13
H 3.39598 1.89179 -0.49138 0.13
H 3.57988 4.36455 0.05068 0.09
H 1.92304 3.81480 -0.31049 0.08
H 2.58676 5.24245 -1.12943 0.09
```

Output
Orbital gap in hartree: 0.277
Net charge: +1
HOMO level in eV: -11.2
Largest force on an atom in eV/A: 0.8

# 2
The following is a quantum chemistry calculation of C38H35BiN8O2S3 as an isolated structure at a distorted geometry, from the OMol25 dataset.

XYZ file:
```
87
Properties=species:S:1:pos:R:3:lowdin_charge:R:1
Bi 2.23038 -0.66303 0.40265 1.64
N 2.37185 -3.05203 4.70088 0.05
C 2.71189 -2.12853 3.75387 -0.88
S 3.14016 -2.77344 2.19012 0.41
N 2.88947 -0.85572 4.18427 -0.05
N 3.51868 -0.12870 3.26575 -0.10
C 4.04412 1.03633 3.52997 -0.14
C 4.94525 1.65001 2.65462 -0.17
C 5.86573 2.58040 3.17599 -0.06
C 6.53459 3.46866 2.33705 -0.12
C 6.38747 3.30046 0.96434 -0.12
C 5.61795 2.26389 0.41675 -0.03
C 4.85000 1.38476 1.23088 -0.34
O 4.15043 0.41083 0.67519 -0.35
H 2.20926 -3.98071 4.37458 0.05
H 2.56131 -2.85436 5.66900 0.09
H 3.89210 1.46927 4.51153 0.11
H 5.78171 2.74312 4.22724 0.09
H 7.14011 4.27613 2.80828 0.10
H 6.86281 4.05682 0.31590 0.10
H 5.52200 2.02644 -0.64125 0.10
O 1.09047 0.19955 -3.67826 0.01
C 1.72860 -0.14202 -2.68136 -0.51
N 1.62884 0.48876 -1.49438 -0.15
C 0.97154 1.74843 -1.48109 -0.19
C 0.67936 2.21483 -0.09350 -0.26
C -0.00866 3.45844 0.02795 -0.01
C -0.11773 4.03677 1.29801 -0.07
C 0.36949 3.34532 2.40421 -0.06
C 0.91882 2.06668 2.21464 -0.10
N 1.18669 1.55100 0.94739 -0.02
C 2.47410 -1.46098 -2.68121 -0.21
C 2.59462 -2.21852 -3.84067 0.00
C 3.18809 -3.46348 -3.75227 -0.02
C 3.70429 -3.91300 -2.49594 -0.04
C 3.68186 -3.05050 -1.43523 -0.12
N 3.02881 -1.85640 -1.50800 -0.06
H 1.58485 2.49555 -1.98174 0.14
H 0.11897 1.54531 -2.13058 0.13
H -0.51720 3.94048 -0.84605 0.13
H -0.48670 5.04121 1.44279 0.11
H 0.24276 3.71389 3.40328 0.10
H 1.04711 1.39625 3.06744 0.10
H 2.20116 -1.78314 -4.76017 0.13
H 3.29885 -4.09213 -4.62251 0.11
H 3.89332 -4.96570 -2.40060 0.11
H 4.04271 -3.40383 -0.41716 0.10
S -0.71479 -1.13220 2.15470 0.63
C -1.98133 -1.37067 0.97945 -0.63
N -3.19210 -0.73041 1.10721 -0.11
C -3.86385 -0.29733 -0.13129 -0.10
C -3.91697 -1.42160 -1.14617 -0.12
N -2.65380 -2.12808 -1.22265 -0.09
C -2.56424 -3.09588 -2.36163 -0.12
C -2.49892 -2.48544 -3.74738 -0.22
C -3.41311 -2.99559 -4.67774 -0.06
C -3.61874 -2.39129 -5.94556 -0.07
C -2.65539 -1.46891 -6.45595 -0.08
C -1.58517 -1.14915 -5.60943 -0.07
C -1.50403 -1.65050 -4.28848 -0.03
C -1.67003 -2.04070 -0.28143 -0.63
S -0.07409 -2.62838 -0.63097 0.63
C -3.85196 -0.46081 2.40575 -0.11
C -4.35604 0.96164 2.62693 -0.20
C -3.46984 2.04008 2.51950 -0.04
C -3.84942 3.29635 2.92590 -0.08
C -5.17538 3.57280 3.27932 -0.08
C -6.15919 2.57368 3.28294 -0.06
C -5.71277 1.29536 2.91229 -0.05
H -3.29037 0.54296 -0.54125 0.14
H -4.81957 0.06591 0.14693 0.12
H -4.21691 -1.00389 -2.09338 0.13
H -4.73919 -2.07531 -0.81989 0.14
H -3.53143 -3.68267 -2.39359 0.13
H -1.65630 -3.71438 -2.17728 0.08
H -4.06948 -3.79495 -4.30423 0.10
H -4.45869 -2.70636 -6.59435 0.10
H -2.91934 -1.00261 -7.36657 0.08
H -0.73331 -0.46516 -5.97468 0.13
H -0.60533 -1.46202 -3.68385 0.09
H -3.14080 -0.71687 3.19674 0.09
H -4.68777 -1.13700 2.54032 0.12
H -2.41344 1.88700 2.24220 0.11
H -3.15838 4.10081 3.00127 0.09
H -5.30421 4.58666 3.45275 0.08
H -7.24245 2.76827 3.46200 0.12
H -6.30413 0.39322 2.95896 0.10
```

Output
Orbital gap in hartree: 0.160
HOMO level in eV: -6.1
Largest force on an atom in eV/A: 4.1